Here is the ion C4H9N2S with charge +1 at a distorted geometry from the OMol25 dataset. Energies are from ωB97M-V/def2-TZVPD.

Calculated values
**Molecular weight**: 117.2 g/mol
**Energy above the lowest of the compared OMol25 structures with the same formula, charge and spin**: 5.9204 eV
**F_max**: 0.0709 Eh/bohr
**Gap between HOMO and LUMO (alpha / beta)**: 7.5823 / 7.5937 eV
**HOMO level (alpha / beta)**: -12.672 / -12.681 eV
**LUMO (alpha / beta)**: -0.187 / -0.187 Ha
**E**: -665.0748 hartree

The geometry in ORCA input format:
```
! RIJCOSX wB97M-V def2-TZVPD def2/J DEFGRID3
* xyz 1 1
C 0.015 -1.522 -0.189
C -1.287 0.819 -0.092
C -1.840 -0.434 0.751
C 2.677 1.173 -0.811
N 0.103 0.720 -0.201
N -1.091 -1.645 0.403
S 0.952 1.246 -1.449
H 0.589 -2.337 -0.618
H -1.912 0.747 -1.014
H -1.367 1.839 0.587
H -1.793 -0.098 1.703
H -2.872 -0.710 0.617
H 2.719 0.537 0.046
H 3.135 2.130 -0.913
H 3.220 0.622 -1.486
H -1.768 -2.389 0.635
*
```

Here is a cluster of 2 separate species, C4H9N2S in total at a distorted geometry from the OMol25 dataset. Energies are from ωB97M-V/def2-TZVPD.

Calculated values
**Molecular weight**: 117.2 g/mol
**Energy above the lowest of the compared OMol25 structures with the same formula, charge and spin**: 5.1202 eV
**F_max**: 0.0773 Eh/bohr
**Gap between HOMO and LUMO (alpha / beta)**: 8.3111 / 8.1946 eV
**HOMO level (alpha / beta)**: -13.134 / -12.773 eV
**LUMO (alpha / beta)**: -0.177 / -0.168 Ha
**E**: -665.1042 hartree

The geometry in ORCA input format:
```
! RIJCOSX wB97M-V def2-TZVPD def2/J DEFGRID3
* xyz 1 1
C -0.454 -1.005 1.872
C 1.202 0.270 0.957
C 0.013 0.185 -0.022
C -0.637 0.953 -2.505
N 0.815 -0.693 1.950
N -1.033 -0.495 0.758
S -0.263 1.702 -0.902
H -1.056 -1.699 2.483
H 2.132 0.092 0.491
H 1.040 1.215 1.452
H 0.529 -1.293 -1.451
H 0.227 0.205 -2.519
H -0.243 1.736 -3.178
H -1.751 0.623 -2.451
H 1.481 -1.296 2.536
H -2.001 -0.501 0.530
*
```

Here is the molecule C4H9N3 at a distorted geometry from the OMol25 dataset. Energies are from ωB97M-V/def2-TZVPD.

Calculated values
**SMILES**: [H]/N=C\N1CC(N)C1
**Molecular weight**: 99.1 g/mol
**Energy above the lowest of the compared OMol25 structures with the same formula, charge and spin**: 3.5407 eV
**F_max**: 0.0851 Eh/bohr
**Gap between HOMO and LUMO**: 9.9437 eV
**HOMO level**: -9.164 eV
**LUMO**: 0.029 Ha
**E**: -321.9602 hartree

The geometry in ORCA input format:
```
! RIJCOSX wB97M-V def2-TZVPD def2/J DEFGRID3
* xyz 0 1
H 1.023 0.557 2.512
N 0.319 -0.099 2.942
C -0.042 -0.863 1.941
N 0.300 -0.669 0.630
C -0.728 -0.942 -0.315
C -0.391 0.402 -0.988
N 0.233 0.349 -2.292
C 0.556 0.633 0.109
H -1.009 -1.628 2.039
H -1.719 -0.908 0.273
H -0.674 -1.923 -0.990
H -1.114 1.349 -1.194
H 0.377 1.343 -2.676
H 1.138 -0.051 -2.394
H 1.672 0.883 -0.145
H 0.058 1.568 0.548
*
```

Here is a structure of composition C4H9N3 at a distorted geometry from the OMol25 dataset. Energies are from ωB97M-V/def2-TZVPD.

Calculated values
**Molecular weight**: 99.1 g/mol
**Energy above the lowest of the compared OMol25 structures with the same formula, charge and spin**: 3.2261 eV
**F_max**: 0.1045 Eh/bohr
**Gap between HOMO and LUMO**: 9.8572 eV
**HOMO level**: -9.174 eV
**LUMO**: 0.025 Ha
**E**: -321.9718 hartree

The geometry in ORCA input format:
```
! RIJCOSX wB97M-V def2-TZVPD def2/J DEFGRID3
* xyz 0 1
C 1.701 0.275 -0.288
C -1.283 0.614 -0.960
C 0.739 -2.117 -0.070
C -0.674 0.366 0.430
N 2.635 0.913 -0.506
N -0.438 1.651 1.075
N 0.638 -0.268 0.328
H -0.560 0.243 -1.690
H -1.252 1.653 -1.065
H -2.303 0.321 -1.210
H 0.840 -2.163 -1.222
H 1.542 -2.343 0.607
H -0.273 -2.386 0.275
H -1.292 -0.338 1.107
H -0.566 1.638 2.070
H 0.546 1.940 1.120
*
```

Here is the molecule C4H9N3 from the OMol25 dataset. Energies are from ωB97M-V/def2-TZVPD.

Calculated values
**SMILES**: [H]/N=C/N=C/N(C)C
**Molecular weight**: 99.1 g/mol
**Energy above the lowest of the compared OMol25 structures with the same formula, charge and spin**: 0.9120 eV
**F_max**: 0.0173 Eh/bohr
**Gap between HOMO and LUMO**: 9.4096 eV
**HOMO level**: -8.539 eV
**LUMO**: 0.032 Ha
**E**: -322.0568 hartree

The geometry in ORCA input format:
```
! RIJCOSX wB97M-V def2-TZVPD def2/J DEFGRID3
* xyz 0 1
H -4.050 0.734 0.189
N -3.054 0.686 0.309
C -2.605 -0.427 -0.143
N -1.276 -0.797 -0.112
C -0.433 0.172 -0.114
N 0.907 0.033 -0.011
C 1.787 1.174 -0.051
C 1.531 -1.250 0.177
H -3.248 -1.212 -0.536
H -0.755 1.211 -0.220
H 2.333 1.261 0.909
H 1.219 2.098 -0.240
H 2.533 1.067 -0.859
H 0.783 -2.025 0.186
H 2.245 -1.446 -0.624
H 2.082 -1.278 1.139
*
```

Here is a structure of composition C4H9N3 at a distorted geometry from the OMol25 dataset. Energies are from ωB97M-V/def2-TZVPD.

Calculated values
**Molecular weight**: 99.1 g/mol
**Energy above the lowest of the compared OMol25 structures with the same formula, charge and spin**: 5.9495 eV
**F_max**: 0.3469 Eh/bohr
**Gap between HOMO and LUMO**: 9.7851 eV
**HOMO level**: -9.045 eV
**LUMO**: 0.027 Ha
**E**: -321.8717 hartree

The geometry in ORCA input format:
```
! RIJCOSX wB97M-V def2-TZVPD def2/J DEFGRID3
* xyz 0 1
C -1.166 0.568 -0.531
C -0.229 0.043 0.474
C 0.891 -0.884 0.031
C 1.786 -0.184 1.036
H -1.086 -1.369 -1.567
H -2.189 -0.158 -2.229
H -2.542 1.955 -1.238
H -0.570 -0.725 1.299
H 1.227 -0.715 -0.993
H 0.943 -2.187 0.235
H 2.807 0.288 0.505
H 1.831 -0.533 1.825
H 0.537 1.422 1.987
N -1.368 -0.232 -1.607
N -1.685 1.724 -0.249
N 0.814 0.987 1.022
*
```

Here is a cluster of 2 separate species, C4H9N3 in total at a distorted geometry from the OMol25 dataset. Energies are from ωB97M-V/def2-TZVPD.

Calculated values
**Molecular weight**: 99.1 g/mol
**Energy above the lowest of the compared OMol25 structures with the same formula, charge and spin**: 2.3932 eV
**F_max**: 0.0849 Eh/bohr
**Gap between HOMO and LUMO**: 10.6577 eV
**HOMO level**: -19.783 eV
**LUMO**: -0.335 Ha
**E**: -321.3125 hartree

The geometry in ORCA input format:
```
! RIJCOSX wB97M-V def2-TZVPD def2/J DEFGRID3
* xyz 2 1
C 1.865 -1.378 0.018
C -1.896 -0.983 -0.597
C 0.987 0.943 -0.384
C -1.767 0.447 1.378
N 1.309 -0.111 -0.056
N 0.875 2.196 -0.720
N -1.867 -0.189 0.351
H 1.049 -2.025 -0.018
H 2.242 -1.533 1.084
H -1.109 -0.939 -1.352
H -2.699 -1.712 -0.626
H -2.537 1.298 1.406
H -1.070 0.233 2.182
H 2.630 -1.556 -0.822
H 0.195 2.585 -1.287
H 1.794 2.725 -0.556
*
```

Here is the ion C4H9N3 with charge +2 at a distorted geometry from the OMol25 dataset. Energies are from ωB97M-V/def2-TZVPD.

Calculated values
**Molecular weight**: 99.1 g/mol
**Energy above the lowest of the compared OMol25 structures with the same formula, charge and spin**: 1.8063 eV
**F_max**: 0.1077 Eh/bohr
**Gap between HOMO and LUMO**: 10.7848 eV
**HOMO level**: -20.254 eV
**LUMO**: -0.348 Ha
**E**: -321.3340 hartree

The geometry in ORCA input format:
```
! RIJCOSX wB97M-V def2-TZVPD def2/J DEFGRID3
* xyz 2 1
C -0.169 -0.300 -1.675
C 0.042 1.156 0.283
C 0.850 -0.674 1.102
C -0.179 -1.576 0.473
N -0.059 -1.396 -1.007
N -0.366 0.925 -0.980
N -0.047 2.292 0.842
H -0.299 -0.280 -2.749
H 1.781 -0.365 0.760
H 0.707 -0.710 2.119
H -0.083 -2.569 0.777
H -1.113 -1.251 0.766
H -0.002 -2.363 -1.447
H -0.658 1.833 -1.391
H 0.268 2.314 1.822
H -0.672 2.965 0.305
*
```

Here is the molecule C4H9N3O at a distorted geometry from the OMol25 dataset. Energies are from ωB97M-V/def2-TZVPD.

Calculated values
**SMILES**: C/C(CN)=N/NC=O
**Molecular weight**: 115.1 g/mol
**Energy above the lowest of the compared OMol25 structures with the same formula, charge and spin**: 1.8501 eV
**F_max**: 0.0614 Eh/bohr
**Gap between HOMO and LUMO**: 9.2990 eV
**HOMO level**: -8.736 eV
**LUMO**: 0.021 Ha
**E**: -397.2827 hartree

The geometry in ORCA input format:
```
! RIJCOSX wB97M-V def2-TZVPD def2/J DEFGRID3
* xyz 0 1
C -1.123 -2.266 0.154
C -0.159 -1.112 0.001
C 1.241 -1.486 -0.404
N 1.674 -0.630 -1.493
N -0.616 0.026 0.363
N 0.168 1.091 0.190
C -0.311 2.377 0.526
O -1.349 2.586 1.097
H -0.893 -2.919 1.024
H -2.158 -1.961 0.307
H -1.056 -2.901 -0.753
H 1.979 -1.415 0.418
H 1.271 -2.545 -0.675
H 1.160 -0.919 -2.309
H 2.674 -0.765 -1.677
H 0.951 1.059 -0.495
H 0.391 3.188 0.298
*
```

Here is the molecule C4H9N3O at a distorted geometry from the OMol25 dataset. Energies are from ωB97M-V/def2-TZVPD.

Calculated values
**SMILES**: CCN(N)C(O)=C=N
**Molecular weight**: 115.1 g/mol
**Energy above the lowest of the compared OMol25 structures with the same formula, charge and spin**: 4.6787 eV
**F_max**: 0.1109 Eh/bohr
**Gap between HOMO and LUMO**: 7.1863 eV
**HOMO level**: -6.499 eV
**LUMO**: 0.025 Ha
**E**: -397.1787 hartree

The geometry in ORCA input format:
```
! RIJCOSX wB97M-V def2-TZVPD def2/J DEFGRID3
* xyz 0 1
C 1.892 -0.676 0.248
C 0.650 -1.258 -0.394
N -0.674 -0.562 -0.061
N -1.856 -1.354 -0.113
C -0.869 0.807 -0.132
O -2.166 1.293 -0.116
C 0.103 1.685 -0.157
N 0.853 2.596 -0.117
H 2.701 -1.415 0.230
H 2.269 0.183 -0.314
H 1.718 -0.385 1.288
H 0.770 -1.325 -1.480
H 0.547 -2.285 -0.023
H -1.966 -1.902 0.739
H -2.677 -0.739 -0.138
H -2.116 2.255 -0.250
H 0.822 3.081 0.788
*
```

Here is a structure of composition C4H9N3O at a distorted geometry from the OMol25 dataset. Energies are from ωB97M-V/def2-TZVPD.

Calculated values
**Molecular weight**: 115.1 g/mol
**Energy above the lowest of the compared OMol25 structures with the same formula, charge and spin**: 3.3468 eV
**F_max**: 0.1386 Eh/bohr
**Gap between HOMO and LUMO**: 9.8270 eV
**HOMO level**: -9.155 eV
**LUMO**: 0.025 Ha
**E**: -397.2277 hartree

The geometry in ORCA input format:
```
! RIJCOSX wB97M-V def2-TZVPD def2/J DEFGRID3
* xyz 0 1
C 1.917 0.426 -1.283
C -0.094 0.042 -0.157
C -0.338 -0.994 1.940
C -1.929 0.936 -1.164
H 2.157 -0.335 -2.074
H 1.161 1.314 -1.593
H 3.074 1.088 -0.910
H 1.695 -0.592 0.618
H -1.847 -0.380 0.601
H 0.509 -0.426 2.496
H -1.082 -1.140 2.695
H -0.029 -2.090 1.838
H -2.175 1.557 -1.979
N 1.175 -0.252 -0.220
N -0.838 -0.339 0.903
N -0.522 0.573 -1.379
O -2.835 0.610 -0.332
*
```

Here is a cluster of 2 separate species, C4H9N3O in total at a distorted geometry from the OMol25 dataset. Energies are from ωB97M-V/def2-TZVPD.

Calculated values
**Molecular weight**: 115.1 g/mol
**Energy above the lowest of the compared OMol25 structures with the same formula, charge and spin**: 7.6132 eV
**F_max**: 0.1203 Eh/bohr
**Gap between HOMO and LUMO**: 8.2667 eV
**HOMO level**: -8.948 eV
**LUMO**: -0.025 Ha
**E**: -397.0709 hartree

The geometry in ORCA input format:
```
! RIJCOSX wB97M-V def2-TZVPD def2/J DEFGRID3
* xyz 0 1
C -0.926 0.456 0.054
C 1.096 -1.048 -0.085
C 2.223 -0.222 -0.104
C 1.286 1.124 -0.108
H -3.244 -0.534 1.298
H -1.711 -1.441 0.449
H -2.253 1.629 -0.350
H 1.064 -2.085 0.377
H 0.660 -1.301 -1.082
H 2.676 -0.295 -0.974
H 2.789 -0.255 0.856
H 1.337 1.783 0.793
H 0.982 1.447 -1.079
N -1.831 -0.748 -0.274
N -1.310 1.715 -0.076
N 0.309 0.093 0.430
O -3.148 -0.317 -0.127
*
```

Question: Which of these has the highest F_max?
Answer: number 6

Please write out number 7 again, unchanged.
Here is a cluster of 2 separate species, C4H9N3 in total at a distorted geometry from the OMol25 dataset. Energies are from ωB97M-V/def2-TZVPD.

Calculated values
**Molecular weight**: 99.1 g/mol
**Energy above the lowest of the compared OMol25 structures with the same formula, charge and spin**: 2.3932 eV
**F_max**: 0.0849 Eh/bohr
**Gap between HOMO and LUMO**: 10.6577 eV
**HOMO level**: -19.783 eV
**LUMO**: -0.335 Ha
**E**: -321.3125 hartree

The geometry in ORCA input format:
```
! RIJCOSX wB97M-V def2-TZVPD def2/J DEFGRID3
* xyz 2 1
C 1.865 -1.378 0.018
C -1.896 -0.983 -0.597
C 0.987 0.943 -0.384
C -1.767 0.447 1.378
N 1.309 -0.111 -0.056
N 0.875 2.196 -0.720
N -1.867 -0.189 0.351
H 1.049 -2.025 -0.018
H 2.242 -1.533 1.084
H -1.109 -0.939 -1.352
H -2.699 -1.712 -0.626
H -2.537 1.298 1.406
H -1.070 0.233 2.182
H 2.630 -1.556 -0.822
H 0.195 2.585 -1.287
H 1.794 2.725 -0.556
*
```

Question: Which of these has the highest energy above the lowest of the compared OMol25 structures with the same formula, charge and spin?
Answer: number 12

Question: Which formula does entry 7 have?
Answer: C4H9N3